The following is a DFT calculation (ωB97M-V/def2-TZVPD) of 2 unconnected molecules or ions with the total composition C2H4NO3S at a distorted geometry.

Summary:
energy relative to the best compared isomer or geometry (same formula, charge and spin)	262.5	kJ/mol
E	-757.2217	Eh
E_HOMO (alpha / beta)	-3.3 / -4.2	eV
gap between HOMO and LUMO (alpha / beta)	6.808 / 8.068	eV

Structure (ORCA input):
```
! RIJCOSX wB97M-V def2-TZVPD def2/J DEFGRID3
* xyz -1 1
C 0.412 -0.640 -0.035
C 0.120 -1.755 1.000
N -0.455 0.020 -0.655
O 3.841 -1.224 -0.399
O 3.684 1.184 -1.046
O 3.512 0.473 1.347
S 3.339 0.104 -0.057
H -0.285 -2.423 0.407
H 0.905 -2.211 1.457
H -0.542 -1.404 1.806
H -0.076 0.638 -1.296
*
```

What are the natural (NBO) partial charges on each atom? They are as follows, in elementary charge units: 0.276, -0.699, -0.744, -0.987, -0.979, -0.983, 2.115, 0.210, 0.224, 0.207, 0.360

The following is a DFT calculation (ωB97M-V/def2-TZVPD) of 2 unconnected molecules or ions with the total composition C2H4NO4.

Summary:
energy relative to the best compared isomer or geometry (same formula, charge and spin)	3.2	kJ/mol
E	-434.4658	Eh
E_HOMO	-5.6	eV
gap between HOMO and LUMO	9.717	eV

Structure (ORCA input):
```
! RIJCOSX wB97M-V def2-TZVPD def2/J DEFGRID3
* xyz -1 1
N 0.859 0.738 0.795
C 1.425 0.556 -0.424
O 0.661 -0.048 -1.317
O 2.556 0.944 -0.679
H 1.464 1.101 1.487
H -0.078 0.501 1.039
H -0.133 -0.528 -0.893
O -2.066 -0.074 1.380
C -2.175 -0.928 0.499
O -1.318 -1.273 -0.346
H -3.131 -1.501 0.448
*
```

What are the natural (NBO) partial charges on each atom? They are as follows, in elementary charge units: -0.877, 0.883, -0.731, -0.715, 0.376, 0.428, 0.512, -0.757, 0.651, -0.793, 0.022

The following is a DFT calculation (ωB97M-V/def2-TZVPD) of a single C2H4NOP molecule at a distorted geometry.

Summary:
structure (SMILES)	C1=NOPC1
energy relative to the best compared isomer or geometry (same formula, charge and spin)	197.1	kJ/mol
E	-549.8655	Eh
E_HOMO	-9.4	eV
gap between HOMO and LUMO	10.218	eV

Structure (ORCA input):
```
! RIJCOSX wB97M-V def2-TZVPD def2/J DEFGRID3
* xyz 0 1
C -0.312 1.036 -0.230
N 0.889 1.300 -0.007
O 1.743 0.169 0.031
P 0.938 -1.325 -0.067
C -0.730 -0.451 -0.214
H -0.849 1.960 -0.246
H 0.922 -1.516 1.438
H -1.352 -0.463 0.569
H -1.248 -0.711 -1.274
*
```

What are the natural (NBO) partial charges on each atom? They are as follows, in elementary charge units: 0.013, -0.076, -0.639, 0.838, -0.766, 0.226, -0.074, 0.236, 0.242

The following is a DFT calculation (ωB97M-V/def2-TZVPD) of a single C2H4NOP molecule at a distorted geometry.

Summary:
energy relative to the best compared isomer or geometry (same formula, charge and spin)	267.7	kJ/mol
E	-549.7195	Eh
E_HOMO (alpha / beta)	-4.5 / -10.4	eV
gap between HOMO and LUMO (alpha / beta)	5.178 / 7.725	eV

Structure (ORCA input):
```
! RIJCOSX wB97M-V def2-TZVPD def2/J DEFGRID3
* xyz 0 3
C 0.252 -1.156 0.804
C -0.358 0.301 -1.100
N -0.078 -0.166 1.507
O 0.157 -1.106 -0.509
P -0.694 1.212 0.616
H 0.755 -2.002 1.134
H 0.438 0.884 -1.456
H -1.079 0.119 -1.904
H 0.609 1.914 0.908
*
```

What are the natural (NBO) partial charges on each atom? They are as follows, in elementary charge units: 0.125, -0.353, -0.635, -0.414, 0.718, 0.174, 0.197, 0.232, -0.044

The following is a DFT calculation (ωB97M-V/def2-TZVPD) of a single C2H4NOPS molecule at a distorted geometry.

Summary:
structure (SMILES)	COPN=C=S
energy relative to the best compared isomer or geometry (same formula, charge and spin)	121.5	kJ/mol
E	-948.1158	Eh
E_HOMO	-9.1	eV
gap between HOMO and LUMO	9.329	eV

Structure (ORCA input):
```
! RIJCOSX wB97M-V def2-TZVPD def2/J DEFGRID3
* xyz 0 1
C 0.366 0.585 0.332
O -0.098 -0.253 -0.721
P -0.992 -1.620 -0.240
N -2.632 -0.784 0.030
C -3.774 -0.371 0.123
S -5.150 0.416 0.360
H 1.227 0.242 0.883
H -0.571 0.759 0.957
H 0.662 1.423 -0.196
H -1.130 -1.919 -1.633
*
```

What are the natural (NBO) partial charges on each atom? They are as follows, in elementary charge units: -0.256, -0.781, 1.094, -0.772, 0.262, -0.054, 0.182, 0.183, 0.197, -0.055

The following is a DFT calculation (ωB97M-V/def2-TZVPD) of a single C2H4NP molecule at a distorted geometry.

Summary:
energy relative to the best compared isomer or geometry (same formula, charge and spin)	171.6	kJ/mol
E	-474.6083	Eh
E_HOMO (alpha / beta)	-7.0 / -7.1	eV
gap between HOMO and LUMO (alpha / beta)	6.461 / 6.407	eV

Structure (ORCA input):
```
! RIJCOSX wB97M-V def2-TZVPD def2/J DEFGRID3
* xyz 0 1
C -0.356 -0.411 0.046
C 0.984 0.266 -0.050
N -1.425 0.180 -0.244
P -2.926 0.099 0.032
H -0.260 -1.488 0.273
H 1.735 -0.576 -0.251
H 1.067 0.882 0.968
H 1.181 1.049 -0.773
*
```

What are the natural (NBO) partial charges on each atom? They are as follows, in elementary charge units: 0.051, -0.670, -0.770, 0.545, 0.171, 0.220, 0.224, 0.230